Entry from the OMol25 dataset: C31H70Br3ClCsInLiN2O3 as an isolated structure (wB97M-V/def2-TZVPD).

Cartesian coordinates (Å):
C (3.08245, 1.36936, -0.01808)
C (2.82602, 0.87378, -1.45888)
C (1.33751, 0.98382, -1.77736)
C (0.82262, -0.04284, -2.81245)
C (-0.37458, -0.77836, -2.24228)
C (-1.19663, -1.60424, -3.20824)
C (-2.37813, -2.26617, -2.45315)
C (-3.74531, -1.99397, -3.10440)
In (-4.88066, -0.60564, -1.78919)
C (-4.48606, 1.52747, -2.27162)
C (-3.41955, 1.62032, -3.36373)
C (-5.76881, 2.27581, -2.63099)
C (-5.61568, 3.72795, -3.13160)
C (-4.58143, 4.55992, -2.36227)
C (-7.05149, -1.24025, -1.89773)
Cl (-7.34697, -2.08256, -3.44930)
C (-8.11505, -0.10822, -1.61491)
C (-9.54564, -0.62233, -1.15172)
H (3.89760, 2.08918, 0.01547)
H (3.32795, 0.49370, 0.58598)
H (2.19053, 1.84999, 0.38187)
H (3.38616, 1.48301, -2.16032)
H (3.16063, -0.15756, -1.49553)
H (1.07642, 1.98632, -2.10659)
H (0.79377, 0.79117, -0.85082)
H (0.56893, 0.48356, -3.73009)
H (1.63141, -0.74241, -3.02577)
H (-0.02984, -1.43094, -1.43660)
H (-1.05392, -0.04592, -1.80002)
H (-0.61194, -2.39635, -3.67253)
H (-1.61974, -0.96208, -3.97696)
H (-2.36828, -1.87396, -1.43377)
H (-2.17310, -3.33266, -2.34351)
H (-3.60082, -1.57322, -4.09507)
H (-4.30479, -2.91976, -3.20048)
H (-4.31137, -0.99126, -0.09435)
H (-4.08360, 1.98211, -1.36359)
H (-3.62713, 0.91017, -4.16397)
H (-3.34689, 2.61120, -3.81286)
H (-2.43505, 1.37343, -2.96445)
H (-6.28099, 1.71479, -3.41672)
H (-6.44152, 2.28484, -1.77375)
H (-6.57942, 4.21520, -3.00595)
H (-5.37637, 3.69950, -4.19070)
H (-3.64427, 4.62895, -2.90671)
H (-4.94280, 5.57785, -2.23513)
H (-4.40425, 4.15812, -1.36880)
H (-7.20151, -2.02420, -1.05768)
H (-8.20123, 0.45908, -2.53189)
H (-7.73984, 0.52967, -0.80785)
H (-9.79755, -1.54693, -1.66610)
H (-9.51892, -0.70100, -0.05318)
H (-10.25439, 0.16118, -1.39297)
Li (3.26969, 0.54224, 2.31311)
C (6.16012, -0.74078, 3.63060)
C (7.09338, 0.35218, 3.08514)
C (8.58802, 0.13029, 3.32063)
N (9.18331, 0.59678, 4.63080)
C (10.59722, 0.04200, 4.67358)
C (11.28257, 0.22499, 6.01391)
C (10.44437, -0.37451, 7.13552)
C (9.06751, 0.27554, 7.13958)
C (8.37254, 0.09828, 5.79925)
C (9.24071, 2.08790, 4.63105)
H (5.93354, -0.62382, 4.68835)
H (5.19564, -0.75342, 3.10275)
H (6.58663, -1.73209, 3.48201)
H (6.77642, 1.34005, 3.42766)
H (6.98617, 0.36163, 1.99896)
H (9.15666, 0.65779, 2.55661)
H (8.81932, -0.93045, 3.23585)
H (10.51632, -1.01923, 4.43980)
H (11.14347, 0.53501, 3.87095)
H (12.25575, -0.26260, 5.96083)
H (11.48074, 1.28141, 6.20894)
H (10.93567, -0.23333, 8.09610)
H (10.34297, -1.45382, 6.98585)
H (9.14930, 1.33481, 7.39350)
H (8.43262, -0.17252, 7.90396)
H (7.43326, 0.64741, 5.78380)
H (8.18244, -0.95891, 5.61073)
H (8.23131, 2.48290, 4.56916)
H (9.82524, 2.41196, 3.77456)
H (9.70775, 2.43242, 5.54623)
C (-0.78423, -2.07127, 1.47006)
C (-0.64936, -1.18931, 2.69544)
C (-1.93050, -0.43085, 2.98312)
O (0.44615, -0.25062, 2.52119)
H (-1.01975, -1.46962, 0.59004)
H (0.14588, -2.60794, 1.27138)
H (-1.58279, -2.79974, 1.59960)
H (-0.37381, -1.79418, 3.55981)
H (-2.19384, 0.21203, 2.13948)
H (-1.81736, 0.20016, 3.86567)
H (-2.75666, -1.11959, 3.14986)
H (0.21202, 0.29753, 1.76225)
Br (-14.08088, 0.23396, -2.36004)
C (-13.69694, -1.42210, -3.35041)
C (-12.24675, -1.76923, -3.34613)
Br (-11.21402, -0.62823, -4.55438)
H (-14.08723, -1.28083, -4.35126)
H (-14.26170, -2.20109, -2.84620)
H (-12.12510, -2.81921, -3.69912)
H (-11.79471, -1.65422, -2.36512)
C (3.94510, -0.62824, -5.35801)
N (4.78854, -0.86258, -4.15231)
O (5.81190, -0.22443, -4.03703)
O (4.38675, -1.68225, -3.35259)
H (4.42946, 0.12203, -5.97006)
H (3.85927, -1.57499, -5.88181)
H (2.97094, -0.29507, -5.01188)
Br (-12.63137, -4.84418, -4.45507)
Cs (-7.78618, -2.40469, 0.36303)

The value obtained for the frontier orbital gap is 0.900 eV. The strongest force on any atom comes out at 11.1 eV/Å. As for the net charge: +1. The LUMO energy comes out at -5.175 eV.

=====

Entry from the OMol25 dataset: a 3-piece molecular cluster, C31H71N9O10P3S overall (wB97M-V/def2-TZVPD).

Cartesian coordinates (Å):
C (0.14292, -12.60255, -1.57989)
C (-0.14177, -10.97603, -1.83152)
C (1.24232, -10.05022, -1.96193)
C (1.01128, -8.43267, -2.16401)
C (-0.50848, -7.76919, -2.24912)
C (-0.53303, -6.10181, -2.40275)
N (-1.62454, -5.63937, -3.39152)
C (-1.56879, -6.36752, -4.72865)
C (-0.01593, -6.47893, -5.34222)
C (0.73931, -5.02902, -5.46706)
C (0.62871, -4.57994, -7.06415)
N (1.83406, -3.65510, -7.32815)
C (-2.56804, -4.65254, -3.07107)
N (-2.55001, -3.94125, -1.75254)
C (-1.66635, -2.73399, -1.68890)
C (-0.60554, -2.99997, -0.42277)
C (-0.16599, -1.62723, 0.35724)
N (1.34891, -1.49105, 0.22859)
P (-4.08769, -3.81250, -0.91716)
N (-4.78848, -5.27295, -0.62208)
N (-3.62651, -4.31198, -4.07836)
C (-3.90302, -2.85347, -4.25945)
C (-2.98267, -2.21500, -5.50206)
N (-1.54336, -1.96402, -5.11346)
N (-3.13845, -2.97014, -6.80478)
N (-3.59909, -0.82227, -5.75162)
S (-5.03088, -5.32485, -4.02966)
C (-5.61863, -5.57090, -5.83089)
O (-6.26647, -4.69146, -3.28531)
O (-4.79371, -6.76012, -3.47123)
C (-1.86550, -8.70017, -2.14295)
C (-1.65962, -10.31956, -1.94367)
H (-0.26986, -12.95715, -0.51773)
H (-0.26109, -13.27709, -2.45121)
H (1.31689, -12.80990, -1.52817)
H (2.33206, -10.48627, -1.87730)
H (1.97250, -7.74092, -2.22357)
H (0.54819, -5.71194, -2.72650)
H (-0.69157, -5.71468, -1.31267)
H (-1.93514, -7.50113, -4.65871)
H (-2.19020, -5.88189, -5.58732)
H (0.61081, -7.31001, -4.77429)
H (-0.16234, -6.90918, -6.44598)
H (1.88448, -5.17728, -5.19651)
H (0.26003, -4.22289, -4.74572)
H (-0.39799, -4.07840, -7.31966)
H (0.78792, -5.49519, -7.80565)
H (2.08724, -3.26610, -6.38267)
H (2.60886, -4.34472, -7.55597)
H (-0.98105, -2.73771, -2.65455)
H (-2.20788, -1.71322, -1.49398)
H (-1.01273, -3.84398, 0.30934)
H (0.38758, -3.45204, -0.90000)
H (-0.41537, -1.77637, 1.50092)
H (-0.76899, -0.73058, -0.09167)
H (1.82937, -1.75411, 1.11714)
H (1.62677, -0.54792, -0.12112)
H (-3.88240, -3.20820, 0.37746)
H (-5.04956, -3.04413, -1.66606)
H (-4.17909, -6.04075, -1.02518)
H (-3.87030, -2.19011, -3.29619)
H (-5.02372, -2.76661, -4.66429)
H (-0.89909, -2.07952, -5.94225)
H (-1.45833, -0.93139, -4.88306)
H (-2.30119, -2.84054, -7.43061)
H (-3.20823, -4.00416, -6.67163)
H (-3.81376, -0.35734, -4.83117)
H (-2.94021, -0.25944, -6.33309)
H (-6.31907, -6.52913, -5.78545)
H (-6.26358, -4.62907, -6.17123)
H (-4.66323, -5.74123, -6.49528)
H (-2.93381, -8.17061, -2.19867)
H (-2.59769, -11.05463, -1.87512)
O (2.24112, 1.65274, 2.52062)
P (2.02442, 3.04619, 3.15981)
O (0.86071, 2.53418, 4.22300)
C (1.22438, 1.63429, 5.25679)
C (2.03585, 2.32871, 6.33060)
O (0.99158, 3.60933, 1.98388)
C (1.03828, 3.08717, 0.66561)
C (0.02189, 1.97050, 0.50051)
O (1.78229, 4.60316, 3.87402)
C (2.91789, 5.23613, 4.43957)
C (4.15315, 5.15107, 3.56352)
H (1.76926, 0.77951, 4.84732)
H (0.29639, 1.25454, 5.69254)
H (3.02598, 2.59531, 5.95015)
H (2.17294, 1.67468, 7.19706)
H (1.54664, 3.25144, 6.65733)
H (2.05056, 2.75867, 0.40722)
H (0.78856, 3.90302, -0.02015)
H (0.14433, 1.18848, 1.25635)
H (0.10661, 1.51207, -0.48940)
H (-0.99450, 2.36182, 0.61765)
H (3.11593, 4.81206, 5.42634)
H (2.65591, 6.28871, 4.58836)
H (4.50377, 4.11792, 3.47608)
H (4.96646, 5.74610, 3.98940)
H (3.93975, 5.51047, 2.55194)
O (3.04455, 10.09663, 4.97483)
P (2.36171, 11.12936, 5.90457)
O (2.65782, 10.28217, 7.29789)
C (3.99813, 10.12549, 7.73356)
C (4.55079, 11.42102, 8.29030)
O (0.81246, 10.57712, 5.65642)
C (0.46750, 9.89444, 4.46159)
C (0.57445, 8.39211, 4.65865)
O (1.59872, 12.28328, 6.94343)
C (2.08815, 13.61315, 6.89850)
C (2.32238, 14.12110, 5.48865)
H (4.62493, 9.75162, 6.91959)
H (3.99298, 9.36608, 8.52003)
H (4.69278, 12.15231, 7.48953)
H (5.51997, 11.25479, 8.77025)
H (3.86410, 11.85881, 9.02126)
H (1.07735, 10.23974, 3.62002)
H (-0.56961, 10.15153, 4.22382)
H (1.56009, 8.09572, 5.03083)
H (0.38510, 7.86325, 3.71967)
H (-0.15505, 8.05386, 5.40251)
H (3.00366, 13.68310, 7.48987)
H (1.34007, 14.24553, 7.38755)
H (3.13761, 13.57516, 5.00353)
H (2.59123, 15.18148, 5.50329)
H (1.42777, 13.98815, 4.87221)

The value obtained for the frontier orbital gap is 6.335 eV. The strongest force on any atom comes out at 9.8 eV/Å. As for the net charge: +1. The LUMO energy comes out at -4.342 eV.

=====

Number 1: highest occupied orbital energy -6.1 eV. Number 2: highest occupied orbital energy -10.7 eV.